No. 1
Density functional theory data (wB97M-V/def2-TZVPD) for CN3O4 as an isolated structure.

```
8
Properties=species:S:1:pos:R:3:nbo_charge:R:1
C -0.843 -0.536 -0.216 0.82
N 0.659 -0.911 0.112 0.16
N 0.108 1.763 0.559 0.33
N 1.433 -0.018 0.361 -0.25
O -1.557 -1.450 -0.506 -0.61
O -1.077 0.700 -0.148 -0.58
O 0.878 -2.136 0.062 -0.54
O 0.400 2.589 -0.224 -0.33
```

charge = -1
LUMO energy (alpha / beta) = 4.257 / 3.921 eV
strongest force on any atom = 2.4 eV/Å
orbital gap (alpha / beta) = 8.8 / 7.6 eV
E_tot = -13693.057 eV

No. 2
Density functional theory data (wB97M-V/def2-TZVPD) for C45H36CrO6P as an isolated structure.

```
89
Properties=species:S:1:pos:R:3:lowdin_spin:R:1
C 5.793 3.498 -3.741 0.00
O 4.349 3.651 -3.899 0.00
C 3.493 3.015 -3.050 0.00
C 2.133 2.947 -3.431 0.00
C 1.255 2.165 -2.708 0.00
C 1.658 1.486 -1.538 0.01
P 0.601 0.263 -0.668 0.01
C -0.973 0.529 -1.621 0.00
C -1.357 -0.214 -2.760 0.00
C -2.484 0.113 -3.495 0.00
C -3.273 1.236 -3.133 0.00
O -4.276 1.625 -3.966 0.00
C -4.917 2.927 -3.756 0.00
C -2.927 1.957 -1.972 0.00
C -1.739 1.667 -1.329 0.00
C 1.165 -1.279 -1.510 0.00
C 0.603 -2.504 -1.111 0.00
C 0.839 -3.673 -1.823 0.00
C 1.606 -3.634 -3.010 0.00
O 1.736 -4.693 -3.857 0.00
C 0.895 -5.880 -3.699 0.00
C 2.228 -2.420 -3.387 0.00
C 1.973 -1.269 -2.668 0.00
C 3.002 1.599 -1.138 0.00
C 3.902 2.377 -1.855 0.00
H 6.213 4.046 -4.589 0.00
H 6.152 3.938 -2.798 0.00
H 6.098 2.440 -3.778 0.00
H 1.790 3.456 -4.327 0.00
H 0.234 2.053 -3.067 0.00
H -0.727 -1.040 -3.079 0.00
H -2.736 -0.469 -4.377 0.00
H -5.602 3.031 -4.602 0.00
H -5.485 2.963 -2.811 0.00
H -4.188 3.753 -3.748 0.00
H -3.551 2.785 -1.637 0.00
H -1.399 2.360 -0.565 0.00
H -0.036 -2.525 -0.233 0.00
H 0.391 -4.616 -1.511 0.00
H 1.171 -6.525 -4.538 0.00
H 1.088 -6.405 -2.749 0.00
H -0.177 -5.632 -3.743 0.00
H 2.850 -2.372 -4.276 0.00
H 2.386 -0.323 -3.012 0.00
H 3.344 1.057 -0.259 0.00
H 4.942 2.458 -1.537 0.00
O -3.394 -1.646 7.441 0.11
C -3.286 -1.871 6.298 0.10
Cr -3.299 -1.789 4.379 2.30
C -2.310 -0.210 4.745 0.05
O -1.871 0.782 5.177 0.05
C -4.754 -0.699 5.022 0.01
O -5.459 -0.013 5.656 0.04
C -4.099 -3.742 3.671 0.00
C -2.779 -3.848 4.122 0.05
C -1.771 -3.032 3.572 0.00
C -2.063 -2.155 2.495 0.15
C -1.054 -1.426 1.755 0.00
C -0.257 -0.574 1.303 0.08
C 0.761 0.480 1.233 0.02
C 0.236 1.888 1.450 0.00
C -1.171 2.060 1.465 0.00
C -1.767 3.308 1.681 0.00
C -0.981 4.362 2.138 0.00
C 0.416 4.209 2.154 0.00
C 1.025 3.040 1.602 0.00
C 2.102 0.043 1.807 0.00
C 2.394 -1.327 1.697 0.00
C 3.545 -1.890 2.265 0.00
C 4.465 -1.064 2.919 0.00
C 4.198 0.307 3.022 0.00
C 2.965 0.831 2.618 0.00
C -3.433 -1.866 2.277 -0.01
C -4.435 -2.699 2.807 0.01
H -4.868 -4.433 4.021 0.00
H -2.516 -4.570 4.895 0.00
H -0.739 -3.101 3.945 0.00
H -1.833 1.219 1.258 0.00
H -2.843 3.437 1.558 0.00
H -1.443 5.309 2.443 0.00
H 1.040 4.982 2.612 0.00
H 2.098 2.991 1.296 0.00
H 1.663 -1.999 1.248 0.00
H 3.681 -2.974 2.237 0.00
H 5.377 -1.490 3.354 0.00
H 4.923 0.962 3.507 0.00
H 2.661 1.810 3.021 0.00
H -3.692 -1.004 1.650 0.00
H -5.475 -2.517 2.542 0.00
```

charge = +2
LUMO energy (alpha / beta) = -6.055 / -7.903 eV
expectation value of S² = 3.826
strongest force on any atom = 7.9 eV/Å
orbital gap (alpha / beta) = 6.3 / 4.9 eV
E_tot = -97222.826 eV
multiplicity = 4

No. 3
Density functional theory data (wB97M-V/def2-TZVPD) for C20H20BN7O2OsS2 as an isolated structure.

```
53
Properties=species:S:1:pos:R:3:nbo_charge:R:1
Os 0.534 0.604 -0.436 1.03
O -2.640 -0.347 1.789 -0.55
C -1.722 0.173 1.205 0.66
N -0.884 -0.426 0.276 -0.57
C -0.795 -1.868 -0.054 0.13
O -2.966 -2.664 -0.856 -0.33
C -0.306 -1.954 -1.498 0.24
C -0.505 -3.046 -2.314 -0.21
C 0.071 -3.044 -3.578 -0.10
C 0.826 -1.957 -3.984 -0.22
C 0.994 -0.902 -3.111 0.09
N 0.446 -0.903 -1.890 -0.51
C -1.386 1.630 1.407 0.11
C -2.146 2.413 2.245 -0.18
C -1.787 3.747 2.408 -0.10
C -0.686 4.242 1.728 -0.21
C 0.032 3.395 0.903 0.08
N -0.310 2.112 0.748 -0.50
H -1.092 -3.885 -1.974 0.26
H -0.072 -3.890 -4.238 0.26
H 1.286 -1.920 -4.961 0.26
H 1.581 -0.033 -3.378 0.22
H -2.993 1.973 2.751 0.27
H -2.362 4.391 3.060 0.26
H -0.379 5.273 1.828 0.26
H 0.899 3.738 0.354 0.23
C 4.576 0.387 2.671 -0.41
N 3.835 -0.827 2.990 -0.30
C 4.382 -2.007 3.361 0.00
C 3.341 -2.884 3.556 0.02
N 2.181 -2.236 3.312 -0.43
B 0.809 -2.973 3.440 0.18
N -0.143 -2.767 2.149 -0.47
C -1.438 -3.028 2.372 0.05
C -2.372 -3.045 1.346 0.10
N -2.043 -2.577 0.151 -0.05
C -3.705 -1.431 -1.033 -0.27
C 0.281 -2.504 0.877 0.07
S 1.804 -2.765 0.357 0.10
C 2.477 -0.956 2.958 0.17
S 1.393 0.275 2.594 0.01
H 5.636 0.166 2.747 0.24
H 4.313 1.174 3.373 0.24
H 4.339 0.705 1.658 0.22
H 5.444 -2.141 3.471 0.25
H 3.357 -3.917 3.856 0.26
H 1.046 -4.141 3.532 -0.01
H 0.172 -2.519 4.345 -0.01
H -1.729 -3.280 3.380 0.26
H -3.385 -3.394 1.481 0.27
H -4.172 -1.137 -0.095 0.21
H -4.456 -1.679 -1.777 0.23
H -3.049 -0.648 -1.415 0.18
```

energy above the lowest of the compared OMol25 structures with the same formula, charge and spin = 4.037 eV
charge = +2
LUMO energy (alpha / beta) = -6.628 / -8.093 eV
expectation value of S² = 6.058
strongest force on any atom = 0.4 eV/Å
orbital gap (alpha / beta) = 7.1 / 5.7 eV
E_tot = -60386.962 eV
multiplicity = 5

No. 4
Density functional theory data (wB97M-V/def2-TZVPD) for a 2-piece molecular cluster, C6H17NO overall.

```
25
Properties=species:S:1:pos:R:3:nbo_charge:R:1
C 0.153 -1.121 -1.964 -0.63
C 1.015 -0.011 -1.224 -0.22
N 0.216 1.168 -1.165 -0.65
C -0.474 1.478 0.152 -0.03
C -1.380 2.731 -0.342 -0.60
C -1.204 0.346 0.763 -0.44
C -0.357 -0.542 1.699 -0.61
H 0.852 -1.748 -2.508 0.20
H -0.496 -0.653 -2.704 0.22
H -0.378 -1.844 -1.287 0.19
H 1.908 0.121 -1.910 0.19
H 1.326 -0.353 -0.306 0.17
H 0.774 1.985 -1.417 0.36
H 0.331 1.887 0.887 0.16
H -1.906 2.448 -1.313 0.22
H -2.179 2.878 0.373 0.20
H -0.683 3.521 -0.384 0.20
H -1.983 0.796 1.580 0.22
H -1.594 -0.306 -0.077 0.23
H 0.341 0.082 2.296 0.20
H -0.852 -1.264 2.410 0.22
H 0.231 -1.197 1.070 0.18
O 2.281 -3.760 1.608 -0.94
H 2.311 -3.633 2.556 0.47
H 1.747 -3.010 1.209 0.47
```

structure (SMILES) = CCN[C@@H](C)CC.O
energy above the lowest of the compared OMol25 structures with the same formula, charge and spin = 1.908 eV
charge = 0
LUMO energy = 0.808 eV
strongest force on any atom = 4.3 eV/Å
orbital gap = 9.5 eV
E_tot = -10033.674 eV

No. 5
Density functional theory data (wB97M-V/def2-TZVPD) for one molecule with the formula C5H9N3O.

```
18
Properties=species:S:1:pos:R:3:nbo_charge:R:1
C -2.185 1.445 0.013 -0.71
C -2.538 -0.061 0.086 0.11
N -1.768 -1.096 -0.010 -0.28
N -0.392 -0.720 -0.008 -0.43
C 0.384 -1.686 -0.178 0.28
N 1.713 -1.391 -0.150 -0.61
C 2.185 -0.162 0.465 -0.33
C 1.739 1.000 -0.408 0.44
O 1.807 2.145 -0.022 -0.52
H -2.794 2.036 0.767 0.23
H -1.088 1.523 0.220 0.25
H -2.498 1.903 -0.984 0.23
H -3.557 -0.329 0.032 0.17
H 0.105 -2.751 -0.328 0.18
H 2.383 -2.182 -0.140 0.40
H 1.714 -0.118 1.507 0.22
H 3.285 -0.279 0.569 0.23
H 1.505 0.723 -1.432 0.12
```

structure (SMILES) = C/C=N\N=C\NCC=O
energy above the lowest of the compared OMol25 structures with the same formula, charge and spin = 2.790 eV
charge = 0
LUMO energy = 0.764 eV
strongest force on any atom = 2.7 eV/Å
orbital gap = 9.5 eV
E_tot = -11846.618 eV

No. 6
Density functional theory data (wB97M-V/def2-TZVPD) for C33H45F4N2O3S2SbTi as an isolated structure.

```
91
Properties=species:S:1:pos:R:3:mulliken_charge:R:1
Ti -0.120 -0.547 0.272 -0.24
C 2.208 3.156 -1.775 -1.62
C 1.316 2.295 -0.891 -0.26
N 1.333 0.824 -1.151 1.34
C 2.753 0.357 -1.157 -1.25
C 3.476 0.626 0.150 -1.13
C 0.746 0.560 -2.490 -1.07
C 0.221 -0.852 -2.552 -0.82
N -0.763 -1.018 -1.463 0.90
C -1.887 -1.792 -1.798 -0.07
C -3.179 -1.294 -1.700 -0.09
F -3.378 -0.017 -1.314 -0.25
C -4.283 -2.080 -1.991 0.42
F -5.495 -1.544 -1.858 -0.32
C -4.138 -3.387 -2.404 -0.66
C -2.855 -3.893 -2.520 0.38
F -2.660 -5.153 -2.904 -0.32
C -1.753 -3.113 -2.226 0.16
F -0.527 -3.638 -2.332 -0.33
H 1.985 4.203 -1.570 0.50
H 2.025 2.988 -2.836 0.31
H 3.269 3.009 -1.579 0.32
H 0.288 2.623 -1.034 -0.11
H 1.566 2.453 0.159 0.08
H 3.273 0.850 -1.981 0.65
H 2.749 -0.705 -1.373 0.59
H 3.722 1.680 0.280 0.38
H 4.412 0.069 0.170 0.47
H 2.869 0.305 0.998 -0.13
H 1.483 0.729 -3.278 0.41
H -0.082 1.254 -2.641 0.33
H 1.029 -1.580 -2.444 0.17
H -0.254 -1.031 -3.518 0.75
H -5.000 -3.996 -2.639 0.57
O 1.497 -1.780 0.181 0.03
S 2.160 -3.075 0.683 -0.03
C 1.826 -3.070 2.451 0.32
C 2.770 -2.060 3.113 -0.25
C 2.216 -1.441 4.412 -1.02
C 2.100 0.081 4.359 -0.94
S 0.709 0.776 3.441 0.31
O 0.547 -0.117 2.207 -0.63
C -0.653 0.379 4.496 0.76
C -1.262 -0.870 4.456 0.08
C -2.335 -1.113 5.299 -1.16
C -2.784 -0.121 6.162 -0.59
C -2.169 1.124 6.187 -0.80
C -1.100 1.385 5.342 -0.84
C 1.266 -4.470 0.082 0.70
C 0.093 -4.961 0.649 0.10
C -0.515 -6.061 0.072 -0.93
C 0.038 -6.656 -1.057 -0.50
C 1.211 -6.167 -1.610 -0.71
C 1.837 -5.071 -1.036 -0.77
H 1.975 -4.084 2.824 0.92
H 0.780 -2.793 2.557 -0.77
H 2.987 -1.259 2.404 -0.22
H 3.720 -2.557 3.305 0.68
H 2.894 -1.655 5.239 0.41
H 1.260 -1.887 4.695 0.43
H 2.987 0.529 3.905 0.48
H 1.979 0.526 5.350 0.74
H -0.906 -1.631 3.773 0.53
H -2.820 -2.081 5.289 0.49
H -3.622 -0.319 6.818 0.44
H -2.526 1.894 6.856 0.46
H -0.628 2.361 5.340 0.50
H -0.339 -4.498 1.523 0.27
H -1.421 -6.462 0.506 0.47
H -0.449 -7.514 -1.502 0.45
H 1.644 -6.642 -2.480 0.46
H 2.764 -4.690 -1.448 0.48
C -2.628 2.987 -0.876 -1.32
Sb -1.637 1.920 0.665 0.96
C -0.630 3.593 1.541 -1.38
C -3.244 1.784 2.054 -1.24
H -3.058 3.884 -0.434 0.48
H -3.415 2.378 -1.314 0.37
H -1.923 3.274 -1.654 0.43
H -1.282 4.042 2.289 0.56
H -0.440 4.327 0.758 0.45
H 0.314 3.323 2.007 0.33
H -3.529 2.794 2.344 0.57
H -2.947 1.228 2.944 0.12
H -4.102 1.299 1.592 0.48
C -3.280 -1.515 1.478 -1.79
C -1.880 -1.320 1.033 1.96
O -1.013 -2.178 1.153 -0.37
H -3.545 -2.572 1.436 0.42
H -3.978 -0.911 0.907 0.31
H -3.328 -1.181 2.519 0.25
```

energy above the lowest of the compared OMol25 structures with the same formula, charge and spin = 0.000 eV
charge = +2
LUMO energy = -5.697 eV
strongest force on any atom = 0.4 eV/Å
orbital gap = 8.2 eV
E_tot = -106254.169 eV

No. 7
Density functional theory data (wB97M-V/def2-TZVPD) for an isolated ion of composition C6H9FN5O and charge +1.

```
22
Properties=species:S:1:pos:R:3:nbo_charge:R:1
C 1.246 -2.278 0.472 -0.43
N 0.344 -1.166 0.206 -0.44
C -1.011 -1.454 0.112 0.52
O -1.449 -2.567 0.278 -0.52
C -1.898 -0.306 0.092 0.38
F -3.086 -0.314 -0.460 -0.28
C -1.061 1.334 0.047 0.25
N -1.834 2.459 0.547 -0.72
N 0.243 1.230 0.284 -0.60
C 0.909 0.051 -0.321 0.36
N 0.702 0.144 -1.744 -0.81
C 2.330 0.168 0.044 0.19
N 3.441 0.326 0.245 -0.20
H 1.924 -2.025 1.287 0.22
H 0.634 -3.130 0.766 0.27
H 1.828 -2.547 -0.412 0.21
H -2.798 2.372 0.185 0.47
H -1.432 3.349 0.205 0.46
H -1.880 2.496 1.582 0.45
H 0.748 1.762 0.988 0.42
H 0.813 -0.745 -2.215 0.40
H 1.289 0.841 -2.187 0.39
```

structure (SMILES) = CN1C(=O)C(F)=C([NH3+])N[C@@]1(N)C#N
energy above the lowest of the compared OMol25 structures with the same formula, charge and spin = 2.567 eV
charge = +1
LUMO energy (alpha / beta) = -4.838 / -4.734 eV
strongest force on any atom = 6.4 eV/Å
orbital gap (alpha / beta) = 7.7 / 8.2 eV
E_tot = -18572.043 eV

No. 8
Density functional theory data (wB97M-V/def2-TZVPD) for C2H42O21Sn as an isolated structure.

```
66
Properties=species:S:1:pos:R:3:nbo_charge:R:1
Sn 1.771 1.971 0.730 1.58
O -0.657 1.640 0.666 -1.00
C -0.461 0.244 0.786 -0.17
C 0.171 -0.428 -0.440 -0.08
O 1.298 0.212 -0.898 -0.99
H -1.334 -0.326 1.086 0.18
H 0.194 0.102 1.608 0.16
H -0.614 -0.509 -1.195 0.12
H 0.459 -1.464 -0.246 0.19
O -3.429 -1.485 1.747 -0.95
H -3.762 -1.887 0.921 0.48
H -3.341 -0.624 1.380 0.47
O -1.029 -2.914 1.206 -0.95
H -1.543 -3.415 1.802 0.50
H -1.549 -2.170 1.027 0.49
O 1.454 1.034 3.511 -0.94
H 2.085 1.547 3.928 0.47
H 0.644 1.469 3.671 0.50
O 1.904 -2.352 -3.180 -0.98
H 2.638 -2.807 -3.618 0.47
H 2.301 -2.169 -2.300 0.50
O 4.031 2.121 -0.623 -1.01
H 4.973 1.958 -0.627 0.49
H 3.820 1.490 -1.332 0.50
O 2.998 -1.656 -0.556 -1.04
H 2.330 -0.910 -0.545 0.48
H 2.570 -2.447 -0.169 0.49
O 3.387 0.680 -2.613 -0.92
H 2.533 0.486 -2.323 0.50
H 3.373 1.266 -3.351 0.48
O -3.378 1.124 0.899 -0.98
H -2.432 1.280 0.987 0.49
H -3.613 1.969 0.597 0.49
O 1.823 -3.882 0.076 -0.93
H 1.002 -3.609 0.490 0.49
H 2.190 -4.291 0.860 0.48
O -1.199 1.245 3.273 -1.00
H -2.139 1.199 3.401 0.49
H -1.131 1.423 2.308 0.49
O -0.434 -1.256 4.625 -0.96
H -0.601 -0.427 4.159 0.47
H 0.301 -1.534 4.059 0.48
O 0.350 3.914 1.828 -0.95
H 0.543 4.788 2.090 0.49
H -0.584 3.892 1.882 0.50
O 0.369 1.034 -3.274 -1.01
H 0.697 0.458 -2.551 0.51
H 0.895 0.936 -4.094 0.49
O -1.733 2.573 -1.475 -1.00
H -1.225 2.146 -2.165 0.47
H -1.243 2.303 -0.666 0.49
O 1.404 3.167 -1.580 -0.97
H 2.131 3.785 -1.848 0.50
H 1.114 2.707 -2.357 0.52
O 1.245 -2.394 2.459 -0.99
H 0.287 -2.414 2.183 0.49
H 1.628 -1.591 2.174 0.47
O -2.334 0.465 -4.032 -0.97
H -2.745 0.471 -3.180 0.48
H -1.443 0.095 -3.928 0.47
O -2.916 -2.914 -1.006 -0.98
H -2.046 -3.012 -1.512 0.47
H -3.137 -1.986 -1.128 0.48
O -3.150 -0.336 -1.447 -0.96
H -3.516 0.298 -0.806 0.51
H -2.193 -0.284 -1.354 0.47
```

energy above the lowest of the compared OMol25 structures with the same formula, charge and spin = 0.000 eV
charge = 0
LUMO energy = -0.881 eV
strongest force on any atom = 3.1 eV/Å
orbital gap = 9.3 eV
E_tot = -51585.089 eV

The lowest charge belongs to which entry? CN3O4